i.
{"formula": "C7H13N", "method": "ωB97M-V/def2-TZVPD", "total_charge": 0, "gap_ev": 6.49, "multiplicity": 1, "lumo_ev": -0.863, "species": ["C", "C", "C", "N", "C", "C", "C", "C", "H", "H", "H", "H", "H", "H", "H", "H", "H", "H", "H", "H", "H"], "xyz": [[-1.73202, -0.46125, 1.27524], [-1.92506, -0.71007, -0.21835], [-0.56521, -0.57459, -1.05647], [-0.58219, 1.99515, -0.88913], [0.74483, 1.35889, -0.33940], [0.72198, -0.06388, -0.45727], [1.73817, -0.83699, -0.00655], [2.95903, -0.48532, 0.50206], [-2.68719, -0.67308, 1.83392], [-0.74251, -0.98110, 1.53208], [-1.36103, 0.63053, 1.35032], [-2.69554, 0.07555, -0.55007], [-2.32640, -1.67537, -0.28627], [-0.89953, 0.05126, -1.88528], [-0.42364, -1.61470, -1.50669], [-0.36081, 3.05352, -0.91529], [-0.02195, 1.60351, 0.37975], [1.68204, 1.95196, -0.37002], [1.55333, -1.95813, 0.06592], [3.22495, 0.53913, 0.92236], [3.69875, -1.22502, 0.61915]], "nbo_charge": [-0.61, -0.37, -0.46, -0.73, -0.31, 0.02, -0.25, -0.34, 0.22, 0.20, 0.19, 0.21, 0.20, 0.26, 0.21, 0.33, 0.39, 0.23, 0.22, 0.19, 0.20]}

ii.
{"formula": "C7H13N", "method": "ωB97M-V/def2-TZVPD", "total_charge": 0, "gap_ev": 9.17, "multiplicity": 1, "lumo_ev": 1.033, "species": ["C", "C", "C", "N", "H", "H", "H", "H", "H", "H", "H", "C", "C", "C", "C", "H", "H", "H", "H", "H", "H"], "xyz": [[-1.43364, 1.04579, 2.23208], [-0.52207, -0.14463, 2.13644], [0.49797, -0.16198, 1.28014], [-0.92876, -1.24480, 2.88325], [-1.91707, 1.13048, 3.20534], [-2.21488, 0.92666, 1.47805], [-0.89377, 1.96643, 2.02800], [0.99526, -1.06673, 0.95643], [0.75391, 0.73470, 0.73307], [-1.25945, -1.04454, 3.81507], [-0.27251, -2.01049, 2.91229], [1.90440, 1.34926, -2.65863], [1.35514, 0.27871, -2.09000], [0.10798, -0.29496, -2.58262], [-0.49634, -1.35934, -2.06814], [1.54774, 1.69995, -3.61964], [2.81187, 1.80450, -2.28173], [1.81747, -0.17504, -1.22371], [-0.34591, 0.17059, -3.45028], [-1.45545, -1.69351, -2.43710], [-0.05190, -1.91102, -1.24829]], "nbo_charge": [-0.64, 0.20, -0.54, -0.81, 0.20, 0.23, 0.22, 0.19, 0.20, 0.37, 0.37, -0.37, -0.22, -0.22, -0.36, 0.19, 0.20, 0.20, 0.20, 0.20, 0.19]}

Stability, lowest: i

i.
{"formula": "C6H13N3", "method": "ωB97M-V/def2-TZVPD", "total_charge": 0, "gap_ev": 9.10, "multiplicity": 1, "lumo_ev": 0.870, "species": ["C", "C", "C", "C", "C", "C", "H", "H", "H", "H", "H", "H", "H", "H", "H", "H", "H", "H", "H", "N", "N", "N"], "xyz": [[-2.54473, 0.16034, 1.29072], [-1.21112, 0.81042, 1.56510], [-0.64444, 0.97961, 0.13077], [0.56464, 0.75227, -0.41186], [1.43332, -0.29721, 0.39470], [1.75377, -0.16202, -2.48581], [-2.22159, -0.64577, 0.42628], [-2.88473, -0.38835, 2.41936], [-3.41841, 0.97838, 0.98417], [-0.67360, 0.15781, 2.11796], [-1.29385, 1.85134, 1.86454], [-1.31154, 1.65447, -0.55718], [1.54520, 0.22474, 1.38824], [2.33997, -0.47065, -0.01551], [-0.31504, -1.34744, 1.14910], [1.42379, -2.34370, 0.34755], [0.71366, 1.74450, -1.94936], [2.51242, 0.21008, -3.38948], [1.08032, -1.70933, -1.53536], [0.50127, -1.53754, 0.44000], [1.01239, 0.89339, -1.71338], [1.63829, -1.51534, -2.46057]], "nbo_charge": [-0.62, -0.46, -0.25, 0.17, -0.27, 0.24, 0.24, 0.21, 0.23, 0.20, 0.23, 0.19, 0.19, 0.20, 0.41, 0.41, 0.40, 0.20, 0.36, -0.94, -0.66, -0.66]}

ii.
{"formula": "C6H13N3", "method": "ωB97M-V/def2-TZVPD", "total_charge": 0, "gap_ev": 9.06, "multiplicity": 1, "lumo_ev": 0.954, "species": ["C", "C", "C", "C", "C", "C", "H", "H", "H", "H", "H", "H", "H", "H", "H", "H", "H", "H", "H", "N", "N", "N"], "xyz": [[1.57250, 1.80052, -0.31536], [-0.16035, 0.25232, 0.36817], [0.83535, -0.66238, 1.03804], [-0.12019, -1.49280, -0.92360], [-1.16011, -0.75776, -0.11961], [-1.57331, 1.04383, 0.60098], [2.33000, 1.76856, -1.18897], [1.21426, 2.88531, -0.16628], [2.06518, 1.24083, 0.51453], [1.10299, 0.09021, -1.26808], [0.59090, -1.30319, 2.04696], [1.79848, -0.19830, 1.28590], [0.97323, -2.67327, 0.40892], [-0.02887, -0.90090, -1.83495], [-0.33526, -2.54325, -1.27336], [-1.71988, -1.40598, 0.74256], [-3.15406, 0.33857, -0.68143], [-2.05979, 0.78190, 1.46549], [-1.59952, 2.24972, 0.64286], [0.50594, 0.80106, -0.78595], [0.95015, -1.66961, -0.01398], [-2.02764, 0.35460, -0.54286]], "nbo_charge": [-0.43, 0.05, -0.23, -0.26, -0.05, -0.17, 0.20, 0.21, 0.18, 0.38, 0.19, 0.19, 0.38, 0.21, 0.20, 0.17, 0.37, 0.17, 0.18, -0.64, -0.65, -0.63]}

Stability, lowest: i

i.
{"formula": "C6H13N3", "method": "ωB97M-V/def2-TZVPD", "total_charge": 0, "gap_ev": 8.22, "multiplicity": 1, "lumo_ev": 0.250, "species": ["C", "C", "C", "C", "C", "C", "H", "H", "H", "H", "H", "H", "H", "H", "H", "H", "H", "H", "H", "N", "N", "N"], "xyz": [[-0.17468, 1.68201, -2.34752], [0.48068, 0.58848, -1.53008], [0.89800, 1.38608, -0.29239], [1.33885, 0.49818, 0.98628], [-0.65907, -0.65817, 0.02710], [-1.55237, -1.81939, 0.61627], [-0.60638, 2.61946, -1.63294], [-1.01884, 1.18709, -3.13148], [0.75410, 2.09042, -3.04810], [1.23788, -0.22704, -1.90383], [1.71720, 1.84374, -0.79279], [0.01347, 1.91401, -0.01839], [2.50491, -0.00128, 1.22022], [1.26027, 1.19744, 1.91271], [-0.25712, -0.39756, 3.07761], [0.72105, -1.68578, 2.57928], [-2.90142, -1.51863, 0.19243], [-1.41129, -2.32271, 2.28691], [-0.99341, -3.25037, -0.26557], [0.19441, -0.26964, 1.05402], [-0.05130, -1.04027, 2.18645], [-0.57296, -0.33466, -1.13104]], "nbo_charge": [-0.62, -0.11, -0.43, -0.20, 0.34, -0.63, 0.23, 0.25, 0.21, 0.23, 0.23, 0.22, 0.19, 0.18, 0.35, 0.36, 0.24, 0.31, 0.17, -0.34, -0.67, -0.50]}

ii.
{"formula": "C6H13N3", "method": "ωB97M-V/def2-TZVPD", "total_charge": 0, "gap_ev": 8.86, "multiplicity": 1, "lumo_ev": 0.858, "species": ["C", "C", "C", "C", "N", "C", "C", "N", "N", "H", "H", "H", "H", "H", "H", "H", "H", "H", "H", "H", "H", "H"], "xyz": [[1.31489, -2.05563, -0.17495], [0.79520, 1.24858, 1.59905], [-0.73931, 1.13926, -1.17332], [-2.73119, -0.35411, -0.70522], [0.68935, -0.85003, 0.30888], [1.46144, 0.19543, 0.74238], [-1.28012, -0.08080, -0.47778], [-0.69115, -0.89859, 0.31525], [2.71153, 0.14978, 0.47429], [3.24506, 0.89783, 0.90827], [0.64485, -2.89344, 0.01987], [1.51149, -1.98669, -1.24788], [2.26270, -2.18878, 0.34093], [-0.23131, 0.97980, 1.86159], [1.38319, 1.35591, 2.51130], [0.78055, 2.21676, 1.08387], [-1.25578, 1.29708, -2.11878], [-0.89610, 2.03545, -0.57299], [-3.06984, -1.17398, -0.07752], [-3.32067, 0.53051, -0.46801], [-2.90590, -0.60539, -1.74965], [0.32113, 1.04104, -1.39957]], "nbo_charge": [-0.41, -0.69, -0.71, -0.66, -0.30, 0.44, 0.32, -0.27, -0.76, 0.34, 0.21, 0.19, 0.23, 0.23, 0.24, 0.22, 0.23, 0.24, 0.24, 0.22, 0.22, 0.24]}

iii.
{"formula": "C6H13N3", "method": "ωB97M-V/def2-TZVPD", "total_charge": 0, "gap_ev": 9.82, "multiplicity": 1, "lumo_ev": 0.634, "species": ["C", "C", "N", "N", "H", "H", "H", "H", "H", "H", "C", "C", "C", "C", "N", "H", "H", "H", "H", "H", "H", "H"], "xyz": [[2.19921, -0.98836, 1.02486], [1.64552, 0.39852, 0.87122], [1.53466, 0.82616, -0.44156], [1.18732, 1.02129, 1.86818], [1.88856, 0.26245, -1.19490], [1.35727, 1.79716, -0.63403], [0.62622, 1.87359, 1.60199], [3.18544, -1.06062, 0.56639], [2.27128, -1.21826, 2.07984], [1.53179, -1.70990, 0.55235], [-1.43623, -1.20822, -1.92325], [-1.31075, -0.64286, -0.53891], [-1.49406, 0.81739, -0.44108], [-1.65539, 1.47774, 0.71314], [-0.94089, -1.41948, 0.38927], [-0.91024, -0.99147, 1.31391], [-1.61376, 1.33473, -1.38610], [-1.20057, -2.26758, -1.91257], [-2.45567, -1.06385, -2.28917], [-0.75717, -0.70353, -2.60638], [-1.66392, 0.96140, 1.65761], [-1.98860, 2.50371, 0.72919]], "nbo_charge": [-0.69, 0.46, -0.84, -0.73, 0.39, 0.39, 0.33, 0.21, 0.24, 0.25, -0.66, 0.27, -0.26, -0.35, -0.63, 0.34, 0.20, 0.24, 0.22, 0.21, 0.20, 0.21]}

iv.
{"formula": "C6H13N3", "method": "ωB97M-V/def2-TZVPD", "total_charge": 0, "gap_ev": 8.52, "multiplicity": 1, "lumo_ev": 0.753, "species": ["C", "C", "C", "N", "C", "C", "N", "C", "N", "H", "H", "H", "H", "H", "H", "H", "H", "H", "H", "H", "H", "H"], "xyz": [[-1.79383, -0.41403, -0.20263], [-0.23631, 0.79562, -1.61149], [-0.37852, 0.43915, 2.23095], [-0.46799, 0.18020, -0.31747], [1.10605, -1.39552, -0.24481], [0.42224, 0.27880, 0.93108], [1.32611, 1.38542, 0.83409], [1.58376, -1.98068, -1.32235], [1.09014, -1.01581, 0.92810], [1.66857, 1.51331, -0.10862], [0.90051, 2.25583, 1.13281], [-1.96264, -0.96511, 0.72153], [-1.95191, -1.13815, -1.00633], [-2.56345, 0.36411, -0.26708], [-0.50475, 0.09334, -2.40534], [-0.86389, 1.68628, -1.73528], [0.80956, 1.06419, -1.76290], [-1.03522, 1.31409, 2.19651], [-0.97928, -0.44762, 2.44146], [0.31769, 0.55512, 3.06605], [1.02440, -1.99882, -2.24656], [2.48875, -2.56973, -1.25172]], "nbo_charge": [-0.41, -0.40, -0.63, -0.50, 0.57, 0.44, -0.83, -0.75, -0.55, 0.36, 0.37, 0.21, 0.19, 0.18, 0.20, 0.18, 0.20, 0.21, 0.22, 0.24, 0.24, 0.27]}

Stability, lowest: i